Entry 1:
Density functional theory data (ωB97M-V/def2-TZVPD) for a 2-piece molecular cluster, C3H6N2O2S overall in a non-equilibrium geometry.

Output
Max |F|, eV Å⁻¹: 4.6
Charge: 0
Relative energy (zero: lowest compared OMol25 entry of this formula, charge and spin), kJ/mol: 369.9
Calculated total energy, Ha: -775.99929
Gap between HOMO and LUMO, eV: 7.83

Last column: Mulliken charge in e.
Element x y z (Å)
O1 -1.9090 -0.4708 -0.2059  -0.513
C1 -0.7183 -0.6626 -0.7358  -0.333
C2 0.4234 -0.9372 -0.0798  0.576
O2 0.4208 -1.0090 1.3027  -0.557
S1 1.9426 -1.3825 -0.9020  -0.219
H1 -1.7778 -0.3296 0.8405  0.351
H2 -0.6984 -0.5539 -1.8583  0.154
H3 1.4244 -0.9667 1.6610  0.314
H4 1.2659 -1.0512 -2.0500  0.137
N1 -1.0104 2.4504 1.0017  -0.492
C3 0.0804 2.2291 0.5344  0.522
N2 1.0579 1.9059 -0.0856  -0.425
H5 -1.5313 3.2500 0.9196  0.240
H6 1.9623 2.0080 0.2288  0.245

Atoms 1-3, force components in eV/Å:
O -1.118 0.939 4.397
C 2.473 -0.460 -1.811
C -0.544 -0.421 -0.065

---

Entry 2:
Density functional theory data (ωB97M-V/def2-TZVPD) for a 2-piece molecular cluster, C2H9NS overall.

Output
Max |F|, eV Å⁻¹: 1.0
Charge: 0
Relative energy (zero: lowest compared OMol25 entry of this formula, charge and spin), kJ/mol: 73.2
Calculated total energy, Ha: -534.50180
Gap between HOMO and LUMO, eV: 9.63

Last column: Mulliken charge in e.
Element x y z (Å)
C1 -0.4046 -0.0175 -1.0559  -0.314
N1 0.4944 -1.0989 -0.7536  -0.364
C2 0.0335 -1.8438 0.4262  -0.833
H1 -1.4963 -0.2340 -1.0077  0.295
H2 -0.1777 0.4998 -1.9830  0.346
H3 -0.2645 0.7412 -0.2884  -0.203
H4 0.6379 -1.7622 -1.4984  0.236
H5 -1.0062 -2.2216 0.3365  0.291
H6 0.7633 -2.6445 0.5475  0.309
H7 -0.0235 -1.2252 1.3305  0.273
S1 0.7603 2.7100 1.1506  -0.342
H8 -0.4479 3.2694 0.9589  0.143
H9 1.1312 3.8272 1.8369  0.163

Atoms 1-3, force components in eV/Å:
C -0.488 0.685 0.212
N -0.404 -0.211 0.841
C -0.036 0.099 -0.322

---

Entry 3:
Density functional theory data (ωB97M-V/def2-TZVPD) for an isolated ion of composition C2H5N4O and charge +1 in a non-equilibrium geometry.

Output
Max |F|, eV Å⁻¹: 5.0
Charge: +1
Relative energy (zero: lowest compared OMol25 entry of this formula, charge and spin), kJ/mol: 457.9
Calculated total energy, Ha: -373.06037
Gap between HOMO and LUMO, eV: 10.29

Last column: Mulliken charge in e.
Element x y z (Å)
N1 -2.7242 0.9085 0.8686  -0.357
C1 -2.4744 0.0238 0.1669  0.511
O1 -2.0986 -0.9234 -0.5736  -0.213
N2 -0.7564 -0.8357 -1.0201  -0.297
N3 -0.0134 0.0650 -0.2498  0.059
C2 1.2827 -0.1229 -0.0561  0.135
N4 1.9850 0.2818 0.9830  -0.288
H1 -0.9317 -0.3833 -2.0357  0.345
H2 -0.6934 0.6197 0.2991  0.168
H3 1.7432 -0.7972 -0.7834  0.368
H4 3.0216 0.2560 0.7581  0.309
H5 1.6597 0.9077 1.6432  0.258

Atoms 1-3, force components in eV/Å:
N 0.133 -0.142 -0.147
C -1.026 1.666 1.259
O -0.213 -1.856 -0.180

---

Entry 4:
Density functional theory data (ωB97M-V/def2-TZVPD) for a 2-piece molecular cluster, C3H8OS overall.

Output
Spin multiplicity: 2
Max |F|, eV Å⁻¹: 0.7
Charge: -1
Relative energy (zero: lowest compared OMol25 entry of this formula, charge and spin), kJ/mol: 2.9
Calculated total energy, Ha: -592.46340
Gap between HOMO and LUMO (alpha / beta), eV: 2.26 / 5.96

Last column: Löwdin spin population.
Element x y z (Å)
C1 -0.7617 -0.0929 -2.3090  0.019
S1 -1.3577 1.4368 -3.0745  0.025
H1 -1.1107 -0.2152 -1.2943  0.008
H2 -1.0971 -0.9314 -2.9288  0.001
H3 0.3263 -0.0935 -2.3476  0.005
H4 -0.8440 2.3080 -2.1969  0.005
O1 2.3010 -1.5097 2.5817  0.276
C2 1.1645 -1.4386 3.1738  0.425
C3 0.3586 -0.1692 3.1463  0.126
H5 0.5984 -2.3562 3.4252  0.044
H6 0.1503 0.1561 2.0923  0.048
H7 0.9160 0.6628 3.5797  0.013
H8 -0.5854 -0.3522 3.6554  0.003

Atoms 1-3, force components in eV/Å:
C 0.476 -0.082 -0.423
S -0.275 0.014 -0.153
H -0.065 -0.005 0.173

---

Entry 5:
Density functional theory data (ωB97M-V/def2-TZVPD) for C20H14Cl5MoN2O2 as an isolated structure.

Output
Spin multiplicity: 3
Max |F|, eV Å⁻¹: 0.6
Charge: +1
Relative energy (zero: lowest compared OMol25 entry of this formula, charge and spin), kJ/mol: 46.6
Calculated total energy, Ha: -3399.45327
Gap between HOMO and LUMO (alpha / beta), eV: 6.26 / 7.56

Last column: Löwdin spin population.
Element x y z (Å)
Mo1 0.5374 -0.0269 -1.1407  2.004
Cl1 -1.5811 2.2939 0.9985  0.009
C1 -0.7551 2.9014 -0.3863  0.027
C2 0.0276 2.0411 -1.1486  -0.008
C3 0.6703 2.6146 -2.2278  0.029
Cl2 1.7107 1.5122 -3.1357  0.023
C4 0.5735 3.9399 -2.6144  -0.007
Cl3 1.4201 4.5281 -3.9794  -0.005
C5 -0.2370 4.7691 -1.8375  0.031
Cl4 -0.4045 6.4174 -2.2551  0.012
C6 -0.8978 4.2490 -0.7183  -0.007
Cl5 -1.8799 5.2796 0.2334  -0.005
N1 1.4288 -2.1252 -1.6635  0.012
C7 0.8556 -2.5989 -2.9394  0.006
C8 -0.3951 -1.8053 -3.3005  0.014
O1 -1.2068 -2.1767 -4.0875  0.013
O2 -0.4693 -0.6204 -2.6678  0.111
H1 2.4428 -2.1718 -1.6741  0.003
H2 1.1309 -2.7396 -0.9100  0.003
H3 0.6013 -3.6576 -2.9016  0.000
H4 1.5761 -2.4582 -3.7464  0.000
C9 3.3138 -0.0369 2.9677  -0.031
C10 2.2647 -0.7850 3.4775  0.013
C11 1.1074 -1.0183 2.7380  -0.027
C12 1.0129 -0.4762 1.4673  0.024
C13 2.1013 0.2234 0.9384  -0.008
C14 3.2391 0.4778 1.6735  0.006
N2 -0.0870 -0.6104 0.5740  -0.167
C15 -1.3542 -1.0652 1.0065  0.002
C16 -1.8287 -0.7641 2.2821  -0.030
C17 -3.0919 -1.1898 2.6518  0.004
C18 -3.8801 -1.9095 1.7622  -0.037
C19 -3.4038 -2.2032 0.4928  0.004
C20 -2.1401 -1.7833 0.1125  -0.028
H5 4.1922 0.1440 3.5694  -0.002
H6 2.3358 -1.1942 4.4759  0.001
H7 0.3002 -1.6061 3.1530  -0.002
H8 2.0697 0.7060 -0.0633  0.010
H9 4.0524 1.0507 1.2509  0.001
H10 -1.2327 -0.1715 2.9637  -0.001
H11 -3.4669 -0.9480 3.6367  0.001
H12 -4.8659 -2.2379 2.0590  -0.002
H13 -4.0138 -2.7591 -0.2052  0.001
H14 -1.7728 -2.0087 -0.8817  0.000

Atoms 1-3, force components in eV/Å:
Mo 0.026 -0.518 -0.145
Cl -0.026 -0.074 0.066
C -0.069 0.051 -0.018

---

Entry 6:
Density functional theory data (ωB97M-V/def2-TZVPD) for one molecule with the formula C2H6N4 in a non-equilibrium geometry.

Output
Max |F|, eV Å⁻¹: 4.7
Charge: 0
Relative energy (zero: lowest compared OMol25 entry of this formula, charge and spin), kJ/mol: 159.0
Calculated total energy, Ha: -298.78833
Gap between HOMO and LUMO, eV: 11.04

Last column: Mulliken charge in e.
Element x y z (Å)
N1 -1.4710 2.1252 -1.7184  -0.481
C1 -0.7860 1.4700 -1.0451  0.136
C2 -0.0798 0.3210 -0.0857  0.731
N2 1.2276 0.0107 -0.6098  -0.594
N3 0.0203 0.8059 1.1462  -0.542
N4 -0.9119 -0.8032 -0.2413  -0.727
H1 1.9046 0.8115 -0.7467  0.258
H2 1.1740 -0.4799 -1.4832  0.235
H3 0.8160 0.4123 1.5582  0.255
H4 -0.6916 0.6964 1.7800  0.178
H5 -1.9216 -0.6697 -0.2297  0.296
H6 -0.8662 -0.9708 -1.2408  0.254

Atoms 1-3, force components in eV/Å:
N 0.964 -0.673 0.726
C -0.465 -0.061 0.060
C -0.934 1.600 -4.342

---

Entry 7:
Density functional theory data (ωB97M-V/def2-TZVPD) for one molecule with the formula C3H7NO2 in a non-equilibrium geometry.

Output
Max |F|, eV Å⁻¹: 3.8
Charge: 0
Relative energy (zero: lowest compared OMol25 entry of this formula, charge and spin), kJ/mol: 233.0
Calculated total energy, Ha: -323.69221
Gap between HOMO and LUMO, eV: 10.49

Last column: Mulliken charge in e.
Element x y z (Å)
C1 0.2778 -1.7518 -0.8967  -0.685
O1 0.7438 -0.7747 -0.0203  -0.329
C2 -0.2696 -0.2050 0.7909  -0.250
C3 -0.3532 1.2539 0.6590  0.395
N1 0.4975 1.9329 -0.1193  -0.345
O2 -1.3317 1.7062 1.2480  -0.645
H1 -0.4153 -1.2989 -1.6060  0.315
H2 -0.2874 -2.4632 -0.2966  0.281
H3 1.0688 -2.2522 -1.4706  0.218
H4 -0.0162 -0.4524 1.8230  0.270
H5 -1.5001 -0.0872 0.7822  0.318
H6 0.2964 2.8924 -0.3302  0.234
H7 1.2890 1.5000 -0.5635  0.223

Atoms 1-3, force components in eV/Å:
C -0.905 -0.499 -0.383
O -0.210 0.296 0.002
C -1.006 0.487 0.735

---

Entry 8:
Density functional theory data (ωB97M-V/def2-TZVPD) for a 2-piece molecular cluster, C4H12N2S overall in a non-equilibrium geometry.

Output
Max |F|, eV Å⁻¹: 2.4
Charge: 0
Relative energy (zero: lowest compared OMol25 entry of this formula, charge and spin), kJ/mol: 658.7
Calculated total energy, Ha: -667.04398
Gap between HOMO and LUMO, eV: 4.02

Last column: Mulliken charge in e.
Element x y z (Å)
C1 1.1930 1.7254 1.1393  -0.532
N1 0.4997 1.9904 -0.0398  -0.395
C2 -0.1801 0.7292 -0.5661  -0.358
C3 -0.9119 -0.0726 0.4822  -0.539
S1 -1.9069 -1.3337 -0.2870  -0.269
C4 0.9650 -0.1155 -1.0582  -0.818
N2 1.8270 -0.6163 -0.0645  -0.299
H1 0.5743 1.4795 1.9778  0.322
H2 2.0205 2.4197 1.3249  0.307
H3 1.8342 0.2047 0.7604  0.191
H4 -0.2749 2.6096 0.1654  0.338
H5 -0.8266 1.0587 -1.3259  0.430
H6 -1.5254 0.4541 1.2285  0.320
H7 -0.1322 -0.6577 1.0517  0.198
H8 0.7249 -3.3093 0.7928  -0.182
H9 1.3601 -3.3903 1.1171  0.168
H10 1.4226 0.4040 -1.8788  0.427
H11 0.5390 -0.9264 -1.6684  0.405
H12 2.7312 -0.7668 -0.5313  0.286

Atoms 1-3, force components in eV/Å:
C -0.222 1.099 -0.460
N 0.113 -0.993 -0.452
C 0.904 0.299 2.196